[1]
Computed, not measured: a cluster of 16 separate species, C40H120N8O16 in total at a distorted geometry, with wB97M-V/def2-TZVPD.

Last column: Löwdin charge in e.
Geometry (Å):
C 5.0032 -0.7023 1.4521  -0.10
O 3.8051 -0.7112 0.5830  -0.19
H 5.3710 -1.6734 1.2624  0.05
H 5.6925 0.1206 1.1026  0.09
H 4.7840 -0.4722 2.4602  0.03
H 3.3646 0.1660 0.5393  0.01
C -0.0487 -5.7699 4.7016  -0.14
O -0.3576 -5.4872 3.3670  -0.14
H 0.7123 -5.0930 5.1882  0.10
H -0.9267 -5.7246 5.2857  0.06
H 0.4029 -6.8083 4.7947  0.10
H -1.2893 -5.5214 3.1627  0.03
C -0.7744 -2.7898 -2.9744  -0.15
O -1.5963 -3.1036 -1.9005  -0.11
H 0.0943 -3.4075 -3.2197  0.08
H -1.3532 -2.7819 -3.8358  0.05
H -0.3959 -1.7765 -2.9713  0.07
H -1.0765 -3.5337 -1.2322  0.04
C 0.7350 -6.4392 -1.3658  -0.14
O 0.5413 -5.1279 -0.8755  -0.14
H 1.6720 -6.8281 -1.0834  0.07
H -0.1341 -7.0063 -0.9901  0.08
H 0.5821 -6.5257 -2.4469  0.08
H 0.9489 -5.1050 -0.0090  0.01
C 2.5405 -3.9975 1.9516  -0.11
O 1.5882 -5.0216 1.5524  -0.17
H 2.2467 -3.0474 1.5835  0.04
H 2.6959 -3.8988 3.0561  0.09
H 3.5182 -4.2642 1.5458  0.08
H 0.9163 -5.2088 2.2847  0.06
C 3.3759 5.0599 -4.3950  -0.17
O 2.0070 5.3306 -4.1574  -0.16
H 3.5568 4.3360 -5.1512  0.06
H 3.9175 6.0186 -4.6601  0.09
H 3.8285 4.6691 -3.4867  0.06
H 1.3749 4.6928 -4.5952  0.05
C 0.9652 5.2511 0.0471  -0.17
O 0.7276 4.6114 -1.1524  -0.16
H 0.1665 5.6902 0.5947  0.06
H 1.4075 4.5213 0.7168  0.06
H 1.7854 6.0095 -0.1347  0.11
H 0.9072 5.1792 -1.9356  0.08
C -3.9842 0.9337 3.3614  -0.18
O -2.6568 1.0822 2.9618  -0.17
H -4.4031 0.0946 2.8538  0.03
H -4.0858 0.6411 4.4143  0.07
H -4.7147 1.8323 3.1049  0.12
H -2.1830 1.8167 3.4302  0.04
C -1.4437 4.3786 -3.3162  -0.04
C -0.8981 3.0429 -3.8322  -0.40
C -2.0297 2.0454 -4.1069  -0.22
O -1.5288 0.9508 -4.8398  -0.20
C -2.5918 0.2821 -5.5863  -0.07
N -0.1572 3.4322 -5.0567  0.04
H -1.9764 4.0782 -2.4081  0.06
H -1.9757 4.8043 -4.1509  0.08
H -0.6192 5.0675 -3.1164  0.06
H -0.1905 2.5176 -3.1891  0.13
H -2.7357 2.6053 -4.7473  0.13
H -2.4759 1.7189 -3.1147  0.13
H -2.1607 -0.5260 -6.1384  0.07
H -3.0658 0.8932 -6.3904  0.09
H -3.4094 0.0107 -4.9042  0.09
H -0.7237 3.8732 -5.7929  0.10
H 0.1669 2.6005 -5.4687  0.05
C -3.3720 -6.3368 -0.4566  -0.09
C -2.7125 -5.7710 0.7303  -0.45
C -3.1567 -4.2974 0.8570  -0.24
O -2.1394 -3.6342 1.5042  -0.18
C -2.5805 -2.9382 2.7085  -0.05
N -2.7532 -6.4649 2.0172  0.07
H -2.9822 -6.0230 -1.4714  0.09
H -4.5459 -6.1225 -0.4789  0.12
H -3.3195 -7.4962 -0.4711  0.10
H -1.6784 -5.6295 0.5092  0.11
H -4.0816 -4.2619 1.4074  0.12
H -3.2817 -3.8409 -0.1712  0.12
H -3.5679 -2.5610 2.5516  0.07
H -1.9126 -2.1363 2.9140  0.06
H -2.6371 -3.6148 3.5867  0.09
H -2.1767 -7.2671 2.0790  0.07
H -3.6769 -6.7534 2.3031  0.09
C 2.3229 -6.4290 -4.8153  -0.07
C 3.4498 -6.0315 -3.8538  -0.41
C 3.0337 -4.8348 -2.9341  -0.20
O 4.1295 -4.4224 -2.1101  -0.18
C 3.7868 -3.2056 -1.5273  -0.13
N 4.0076 -7.1633 -3.0850  0.05
H 2.6987 -6.9416 -5.7277  0.08
H 1.6617 -5.6227 -5.1848  0.08
H 1.5657 -7.0965 -4.4636  0.05
H 4.2597 -5.6528 -4.4515  0.12
H 2.2171 -5.1877 -2.3202  0.07
H 2.6867 -4.0623 -3.6542  0.13
H 2.9148 -3.2995 -0.8873  0.07
H 3.6789 -2.4415 -2.3251  0.09
H 4.6959 -2.9424 -0.9272  0.10
H 4.6426 -6.6872 -2.4303  0.08
H 3.2044 -7.5617 -2.6427  0.04
C -0.8655 1.3429 6.1092  -0.08
C -0.0690 2.2927 5.3122  -0.35
C 0.7442 1.5752 4.1975  -0.22
O 1.7334 0.7898 4.8217  -0.18
C 2.4010 0.0000 3.8288  -0.10
N -1.0988 3.1391 4.5058  0.03
H -1.3607 0.6869 5.4121  0.07
H -1.7211 1.7567 6.7122  0.10
H -0.2405 0.7684 6.7771  0.08
H 0.7144 2.9233 5.9168  0.17
H 1.2602 2.1755 3.4807  0.11
H 0.0789 0.9396 3.6570  0.10
H 3.0194 0.6783 3.2140  0.06
H 1.7030 -0.5845 3.0850  0.12
H 3.1373 -0.6424 4.3185  0.08
H -0.7292 3.6161 3.7084  0.06
H -1.6826 3.8047 4.9985  0.08
C -3.8850 -0.5160 -1.1931  -0.05
C -5.0726 -1.4496 -1.1062  -0.45
C -6.4695 -0.7955 -1.1859  -0.19
O -6.8531 -0.0718 -0.0230  -0.17
C -6.9917 -0.9149 1.0875  -0.13
N -4.8753 -2.4154 -2.1876  0.05
H -3.7638 0.1871 -0.3337  0.09
H -3.9109 0.1472 -2.0765  0.07
H -2.9622 -1.1058 -1.2805  0.05
H -5.0619 -2.0055 -0.1029  0.13
H -7.1673 -1.6161 -1.3344  0.11
H -6.4396 -0.0640 -2.0093  0.13
H -7.3546 -1.8888 0.8283  0.08
H -7.7476 -0.4654 1.6925  0.08
H -6.0907 -1.0109 1.7151  0.07
H -5.5154 -3.1934 -1.9641  0.08
H -3.9237 -2.7249 -2.1151  0.02
C 6.3540 4.7139 3.6365  -0.08
C 5.6672 4.2725 2.3694  -0.44
C 6.6564 4.2219 1.2217  -0.23
O 5.9380 4.0588 0.0283  -0.18
C 6.7912 3.8022 -1.0253  -0.12
N 5.0650 2.9711 2.6839  0.08
H 5.6042 4.8874 4.4031  0.08
H 6.8527 5.6744 3.4182  0.08
H 7.0925 4.0082 4.0065  0.08
H 5.0344 5.0759 2.1415  0.12
H 7.4826 3.4703 1.3561  0.14
H 7.2404 5.1560 1.1878  0.13
H 7.2168 4.7450 -1.3248  0.09
H 6.2245 3.3757 -1.8436  0.09
H 7.5765 3.1257 -0.7753  0.08
H 4.5679 2.7249 1.8737  0.02
H 5.8432 2.3982 2.9185  0.06
C -3.6572 7.2739 -0.4827  -0.05
C -4.2221 6.2728 0.5219  -0.43
C -3.2619 5.2001 0.9417  -0.25
O -2.9885 4.3998 -0.1647  -0.17
C -2.0654 3.3059 0.0060  -0.05
N -4.7298 6.9381 1.7557  0.04
H -3.1185 6.7734 -1.2580  0.05
H -2.9053 7.9907 -0.0051  0.10
H -4.4587 7.8835 -0.9607  0.08
H -4.9843 5.7223 0.0394  0.12
H -3.6495 4.6692 1.7744  0.10
H -2.4127 5.6908 1.4285  0.12
H -1.0268 3.5711 0.1842  0.07
H -2.1098 2.9188 -0.9868  0.05
H -2.4439 2.5938 0.7511  0.09
H -5.3716 6.3926 2.2959  0.05
H -5.3000 7.7459 1.5286  0.06
C 2.6759 1.2230 -1.9369  -0.07
C 1.7867 1.6347 -0.8324  -0.46
C 0.8074 0.4397 -0.6709  -0.17
O -0.0257 0.6552 0.5061  -0.20
C -0.7790 -0.5342 0.8306  -0.09
N 2.5529 1.9233 0.3688  0.05
H 3.2189 0.2591 -1.7353  0.08
H 3.4085 2.0015 -2.1792  0.08
H 1.9601 1.0247 -2.8148  0.10
H 1.1478 2.5527 -1.1145  0.13
H 1.4356 -0.4603 -0.4670  0.12
H 0.2962 0.3580 -1.6577  0.12
H -0.1427 -1.2967 1.3886  0.10
H -0.9475 -1.1001 -0.0805  0.06
H -1.6633 -0.1875 1.3733  0.06
H 1.9520 2.0222 1.1995  0.07
H 3.0546 2.8274 0.3046  0.09

LUMO energy ... 0.5 eV
Total charge ... 0
F_max ... 4.7 eV/Å
Orbital gap ... 9.42 eV
Multiplicity ... 1



[2]
Computed, not measured: a cluster of 2 separate species, C4H9S in total at a distorted geometry, with wB97M-V/def2-TZVPD.

Last column: Löwdin charge in e.
Geometry (Å):
C 0.9255 2.0907 0.4477  -0.72
S 0.1469 0.8242 1.5398  0.04
H 0.5126 2.0991 -0.5863  -0.01
H 2.0015 1.9090 0.3156  -0.02
H 0.8742 3.0531 0.9669  -0.03
C -1.6400 -0.9704 -1.2676  -0.18
C -0.4287 -1.8394 -1.3804  -0.27
C 0.7917 -1.4671 -0.9114  -0.06
H -2.6258 -1.2509 -1.6640  0.05
H -1.5372 0.1178 -1.4299  0.06
H -1.8838 -0.9084 -0.1586  0.06
H -0.4604 -2.6892 -2.1386  0.08
H 1.6672 -1.9918 -1.4134  0.05
H 0.9279 -0.6034 -0.2271  -0.05

LUMO energy ... 4.1 eV
Total charge ... -1
F_max ... 3.5 eV/Å
Orbital gap ... 6.35 eV
Multiplicity ... 1



[3]
Computed, not measured: a cluster of 2 separate species, C23H25N3O2 in total at a distorted geometry, with wB97M-V/def2-TZVPD.

Last column: Löwdin charge in e.
Geometry (Å):
C 0.7288 -0.1007 2.9167  -0.08
C 0.1288 -1.1446 3.7725  -0.14
N -0.9436 -1.7947 3.1299  -0.36
O -1.4205 -2.8630 3.6321  -0.02
O -1.3712 -1.3540 2.0249  -0.01
H 0.3321 0.8773 3.1972  0.06
H 1.8192 -0.1046 2.9501  0.07
H 0.3726 -0.2847 1.8969  0.08
H 0.7442 -1.8711 4.2934  0.10
C -2.0131 -2.4672 7.3685  -0.01
C -2.3451 -1.5190 6.3048  -0.21
N -3.3967 -1.7069 5.4733  -0.05
C -4.2206 -2.9028 5.4479  0.00
C -3.5440 -0.6275 4.5916  -0.15
C -2.4527 0.2652 4.8508  -0.13
C -2.1259 1.2743 3.9527  -0.04
C -2.8810 1.3562 2.7693  -0.08
C -3.8382 0.3744 2.4462  -0.08
C -4.2004 -0.6208 3.3687  -0.02
C -1.6274 -0.3548 5.8772  -0.15
C -0.2128 -0.2387 5.9311  0.01
C 0.5583 0.9374 6.1203  -0.10
C 0.2700 2.2351 6.6662  -0.17
C -0.9245 2.7167 7.4028  0.00
N 1.3838 3.0088 6.5509  -0.05
C 1.5170 4.3702 7.0573  -0.01
C 2.4311 2.2849 5.9576  -0.15
C 1.9565 0.9721 5.7510  -0.13
C 2.8402 -0.0061 5.3172  -0.04
C 4.1423 0.3642 4.9770  -0.08
C 4.5966 1.6813 5.1657  -0.08
C 3.7430 2.6678 5.6899  -0.01
H -1.1851 -2.0317 7.9267  0.08
H -2.8714 -2.6346 8.0321  0.10
H -1.6690 -3.4407 7.0007  0.10
H -4.5183 -3.1111 4.4186  0.09
H -3.6785 -3.7682 5.8305  0.09
H -5.1342 -2.7643 6.0353  0.10
H -1.2974 1.9473 4.1938  0.11
H -2.7053 2.1716 2.0570  0.10
H -4.3224 0.3868 1.4654  0.11
H -4.9556 -1.3699 3.1536  0.10
H 0.3267 -1.1568 6.1779  0.12
H -1.7312 2.0084 7.2019  0.08
H -0.7595 2.7729 8.4891  0.10
H -1.2355 3.7127 7.0670  0.08
H 2.2947 4.8845 6.4778  0.09
H 0.5670 4.9156 6.9438  0.09
H 1.8028 4.3949 8.1260  0.11
H 2.4855 -1.0263 5.2654  0.10
H 4.8125 -0.3905 4.5774  0.10
H 5.6220 1.9392 4.8838  0.10
H 4.0743 3.6927 5.8646  0.10

LUMO energy ... -0.6 eV
Total charge ... 0
F_max ... 2.6 eV/Å
Orbital gap ... 6.18 eV
Multiplicity ... 1



[4]
Computed, not measured: a cluster of 2 separate species, C8H14N2O2 in total at a distorted geometry, with wB97M-V/def2-TZVPD.

Last column: Löwdin charge in e.
Geometry (Å):
C 2.6379 1.9274 0.8975  -0.15
N 3.6141 1.6573 -0.1410  -0.01
C 3.3767 0.6793 -0.9217  -0.24
N 2.2018 -0.0928 -0.9051  -0.09
C 1.9455 -1.0734 0.1398  -0.13
C 2.3143 -1.5026 -1.2189  -0.14
H 2.7232 2.9903 1.2055  0.08
H 2.8055 1.2677 1.7687  0.08
H 1.6121 1.7316 0.5315  0.07
H 4.0753 0.4205 -1.7473  0.13
H 2.6599 -1.1533 0.9645  0.11
H 0.8642 -1.1938 0.4404  0.10
H 3.3267 -1.8770 -1.4028  0.11
H 1.5466 -1.9400 -1.8685  0.11
C -2.1228 -1.5844 0.7038  -0.09
C -2.4412 -0.1243 0.4145  -0.21
C -3.8006 0.0679 -0.1622  -0.36
O -4.5721 -0.8612 -0.3344  0.12
C -4.1163 1.5166 -0.5043  -0.18
O -5.1027 1.9550 -1.0429  0.10
H -1.1035 -1.6910 1.1137  0.06
H -2.1871 -2.1832 -0.2085  0.08
H -2.8505 -1.9600 1.4370  0.09
H -2.3630 0.4767 1.3218  0.13
H -1.7325 0.3186 -0.3021  0.13
H -3.3115 2.2279 -0.1792  0.13

LUMO energy ... -0.7 eV
Total charge ... 0
F_max ... 2.0 eV/Å
Orbital gap ... 8.71 eV
Multiplicity ... 1
SMILES ... C/N=C\N1CC1.CCC(=O)C=O



Short version: E_tot = -3237.506178; -555.956380; -1206.007906; -573.115251 hartree, in the order given.